Record 1
C34H52F12O20 | the ωB97M-V functional and the def2-TZVPD basis

As for the largest force on an atom: 1.659 eV/A. As for the net charge: 0. The calculation puts the total energy at -4029.9975 hartree. The calculation puts the HOMO energy at -0.3634 hartree. The SMILES is CCOC(=O)C(F)(F)F.CCOC(=O)C(F)(F)F.CCOC(=O)C(F)(F)F.CCOC(=O)C(F)(F)F.C[C@H]1COC(=O)O1.C[C@H]1COC(=O)O1.C[C@H]1COC(=O)O1.COCCOCCOC. Its LUMO energy is 0.0075 Eh. The gap between HOMO and LUMO comes out at 10.09 eV.

CARTESIAN COORDINATES (ANGSTROEM)
C: -3.67816 -0.27894 3.90649
O: -2.54708 -0.33982 4.75684
C: -1.98117 -1.63813 4.80846
C: -0.77435 -1.62872 5.71777
O: 0.37472 -1.02383 5.15681
C: 0.33195 0.36935 5.01125
C: 1.65287 0.94916 4.47752
O: 1.47604 2.34349 4.56037
C: 2.62907 3.10436 4.37043
H: -4.13810 0.69858 4.02394
H: -4.37961 -1.07498 4.17180
H: -3.35792 -0.37141 2.86489
H: -1.66285 -1.88405 3.78308
H: -2.76538 -2.36517 5.05100
H: -0.45701 -2.64884 5.94573
H: -0.96125 -1.18748 6.70328
H: 0.10726 0.92824 5.92613
H: -0.42048 0.66879 4.27700
H: 1.75282 0.63781 3.43443
H: 2.50420 0.66388 5.10198
H: 3.42318 2.85780 5.08381
H: 2.43457 4.17437 4.46837
H: 2.99144 3.01444 3.33524
C: 2.46793 -1.92609 2.00767
C: 1.59621 -2.85776 2.85425
O: 1.11928 -3.91777 2.03915
C: 1.94077 -4.95862 1.87169
O: 2.96723 -5.08971 2.44958
C: 1.33573 -6.06690 0.97984
F: 2.30069 -6.51111 0.17070
F: 0.87407 -7.09595 1.69290
F: 0.32405 -5.62118 0.22924
H: 1.88158 -1.55268 1.16260
H: 3.31423 -2.45568 1.56874
H: 2.83101 -1.02852 2.50606
H: 0.73527 -2.34057 3.26723
H: 2.16094 -3.21687 3.71527
C: -0.81594 2.34157 1.71663
C: 0.47136 2.04098 0.98008
O: 0.15440 1.62659 -0.38191
C: -0.33578 0.41433 -0.55533
O: -0.40714 -0.44685 0.27005
C: -0.94119 0.21250 -1.97196
F: -0.84264 1.33728 -2.70131
F: -0.28092 -0.76719 -2.61660
F: -2.23894 -0.11575 -1.85873
H: -1.36616 3.13532 1.21647
H: -0.55904 2.56854 2.75427
H: -1.49017 1.48569 1.77485
H: 1.11161 1.28493 1.43371
H: 1.08440 2.92915 0.84111
C: -1.83498 -3.49386 0.73319
C: -2.32385 -3.35336 -0.70943
O: -1.38705 -3.79132 -1.68151
C: -1.46111 -5.02984 -2.16212
O: -2.23188 -5.85629 -1.79796
C: -0.45200 -5.30252 -3.29599
F: -1.06685 -5.90614 -4.30837
F: 0.10908 -4.17864 -3.74369
F: 0.50007 -6.11021 -2.82869
H: -1.75144 -4.54836 0.99877
H: -2.55974 -3.08636 1.43962
H: -0.86983 -3.01038 0.85488
H: -2.50125 -2.29826 -0.89618
H: -3.23969 -3.94215 -0.79205
C: 1.04281 6.41165 2.15193
C: 1.52692 6.27513 0.73378
O: 0.70641 5.40404 -0.07594
C: -0.35874 5.91417 -0.65219
O: -0.78034 7.02581 -0.54306
C: -1.05718 4.95315 -1.64170
F: -2.21380 4.55158 -1.12030
F: -1.32463 5.61934 -2.76120
F: -0.35939 3.87349 -1.97585
H: 0.01230 6.78168 2.15776
H: 1.54684 7.22576 2.67515
H: 1.07073 5.49443 2.73490
H: 2.49241 5.77579 0.65367
H: 1.63257 7.21659 0.19329
C: -5.80817 0.16015 -2.40092
C: -5.99438 0.24728 -0.89065
C: -5.02334 -0.60824 -0.06763
O: -4.21189 0.36425 0.58427
C: -4.55596 1.60770 0.22350
O: -3.97784 2.57892 0.59077
O: -5.69371 1.60164 -0.48557
H: -4.80649 0.47017 -2.68983
H: -6.61247 0.69819 -2.90581
H: -6.04059 -0.84434 -2.77270
H: -7.06510 0.11554 -0.73820
H: -4.39257 -1.22316 -0.70699
H: -5.54002 -1.21380 0.67523
C: 3.85015 -3.03684 -6.19894
C: 2.37202 -2.91844 -5.91718
C: 1.99300 -1.65183 -5.11271
O: 1.45901 -0.79042 -6.10307
C: 1.11531 -1.50894 -7.18131
O: 0.42366 -1.10679 -8.05743
O: 1.60402 -2.75851 -7.10854
H: 4.42686 -3.14205 -5.28067
H: 4.20676 -2.17600 -6.76563
H: 3.99146 -3.95504 -6.77186
H: 2.02267 -3.81078 -5.39854
H: 2.85933 -1.20077 -4.63227
H: 1.23672 -1.87802 -4.35876
C: 2.52920 1.35334 -2.88323
C: 3.70028 2.19897 -2.36496
C: 3.56079 3.71698 -2.63346
O: 3.76887 4.33165 -1.37610
C: 3.78988 3.40037 -0.41927
O: 3.78652 3.63310 0.74574
O: 3.71313 2.15247 -0.92329
H: 2.91682 0.97015 -3.83222
H: 1.64756 1.96344 -3.05010
H: 2.36044 0.46048 -2.28498
H: 4.64631 1.85391 -2.77819
H: 2.59475 3.97676 -3.06470
H: 4.33306 3.97700 -3.35740

Cartesian forces, eV/Å:
0.57 -0.02 0.03
-0.25 0.10 0.44
-0.13 0.67 -0.87
0.33 -0.34 0.54
0.36 -0.08 -0.12
0.08 1.12 -0.57
-0.60 -0.20 0.46
-0.68 0.36 0.23
0.71 0.38 -0.81
-0.05 0.00 0.12
-0.19 0.03 -0.11
-0.14 -0.17 -0.10
0.23 -0.22 0.06
0.21 -0.13 0.49
-0.14 -0.12 -0.26
-0.42 0.25 -0.16
-0.09 -0.41 0.28
-0.18 -0.10 0.12
0.49 -0.07 0.01
0.12 -0.31 -0.20
0.00 -0.19 -0.07
-0.49 -0.16 0.33
0.25 -0.29 0.16
-0.42 0.02 -0.68
0.92 1.27 0.54
-0.34 -0.96 -0.78
-1.11 0.63 1.03
1.04 -0.52 -0.10
0.10 0.14 -0.42
-0.09 -0.10 -0.04
0.18 0.17 0.21
0.10 0.05 -0.07
-0.13 -0.09 0.04
0.09 -0.07 0.25
0.02 -0.28 0.42
-0.15 -0.05 -0.32
-0.02 -0.35 -0.16
0.22 -0.39 0.31
-0.01 -0.07 -0.14
-0.09 -0.26 -0.61
-0.15 0.70 0.43
-0.02 -0.60 0.09
0.69 0.75 -0.04
-0.29 -0.73 0.08
-0.46 0.19 0.18
0.34 -0.03 -0.22
0.05 0.19 0.21
-0.09 0.42 -0.10
0.14 -0.14 -0.20
-0.25 -0.14 0.09
-0.11 0.05 -0.03
0.20 -0.56 -0.36
-0.82 -0.12 1.42
1.05 0.05 -0.78
-0.51 0.88 0.55
-0.31 -0.79 0.02
-0.30 0.08 0.45
0.07 0.01 -0.06
0.22 0.04 -0.16
0.24 -0.03 -0.13
0.18 0.01 -0.07
-0.05 0.33 -0.22
-0.05 0.05 0.13
0.02 -0.09 -0.37
-0.04 0.19 -0.35
-0.97 0.74 0.06
0.94 -0.09 -0.35
-0.27 -0.73 -0.05
0.12 0.33 -0.35
-0.07 0.25 0.24
-0.24 0.06 0.10
-0.22 -0.15 0.21
0.01 0.21 -0.29
0.42 -0.08 0.10
-0.09 -0.29 -0.16
0.52 -0.29 -0.06
0.22 -0.07 -0.10
0.01 0.06 0.34
-0.30 0.15 0.27
-0.63 -0.58 -0.02
-0.41 0.50 -1.28
-0.49 0.34 -0.07
0.53 -0.68 0.01
-0.43 0.51 0.67
0.15 0.15 -0.17
0.14 -0.33 -0.19
-0.09 0.05 -0.24
0.44 0.71 0.10
0.56 -0.25 0.35
0.15 -0.31 0.70
-0.06 -0.06 0.05
0.15 -0.05 0.07
-0.18 -0.38 -0.44
0.09 0.37 1.00
0.18 -0.80 0.05
0.14 0.48 0.43
-0.63 -0.09 -0.31
0.12 0.12 -0.28
0.23 -0.26 -0.06
-0.11 0.11 0.10
0.08 -0.04 -0.01
0.25 0.17 -0.16
-0.09 0.00 -0.14
-0.03 0.12 -0.11
-0.04 0.17 -0.06
1.45 0.10 -0.73
-1.21 0.22 0.46
0.35 -0.89 -1.01
0.13 0.30 -0.36
-0.61 -0.63 0.30
0.23 0.24 0.47
0.44 0.21 -0.27
-0.59 0.07 -0.27
-0.21 -0.24 0.17
-0.14 0.22 0.31
0.12 -0.24 0.41
-0.13 0.12 0.33
0.03 0.55 0.25

=====

Record 2
C50H54BrCsIN5O9P2S2 | the ωB97M-V functional and the def2-TZVPD basis

As for the largest force on an atom: 3.118 eV/A. As for the net charge: -2. The calculation puts the total energy at -7259.9422 hartree. The calculation puts the HOMO energy at -0.0303 hartree. Its LUMO energy is 0.1166 Eh. The gap between HOMO and LUMO comes out at 4.00 eV.

CARTESIAN COORDINATES (ANGSTROEM)
Cs: -0.17503 0.12051 0.79870
O: -1.14361 -0.40677 3.02396
P: -1.87826 -1.62334 3.46275
C: -2.94533 -2.29845 2.14442
P: -2.05923 -3.18597 0.82215
O: -0.95305 -2.33269 0.30307
C: -1.51189 -4.76708 1.50001
C: -2.33755 -5.58435 2.27078
C: -1.90248 -6.83274 2.68126
C: -0.62829 -7.26390 2.33396
C: 0.20424 -6.44606 1.58727
C: -0.23145 -5.19627 1.16157
C: -3.26986 -3.59722 -0.44043
C: -4.02172 -4.77009 -0.42436
C: -4.92405 -5.02593 -1.44387
C: -5.06913 -4.11942 -2.48794
C: -4.31673 -2.95440 -2.52015
C: -3.41869 -2.69502 -1.49161
C: -2.97810 -1.24166 4.85078
C: -2.79561 0.00641 5.43848
C: -3.57073 0.37413 6.53012
C: -4.52632 -0.49714 7.03097
C: -4.71852 -1.73962 6.44046
C: -3.94647 -2.10839 5.34924
C: -0.71251 -2.87095 4.01987
C: 0.60992 -2.63393 3.65763
C: 1.60357 -3.53030 4.04069
C: 1.26746 -4.65633 4.77035
C: -0.05492 -4.89162 5.13990
C: -1.04308 -3.99680 4.77314
H: -3.39604 -1.42290 1.65413
H: -3.74386 -2.92424 2.55175
H: -3.32761 -5.24662 2.56030
H: -2.54942 -7.46231 3.28007
H: -0.28193 -8.23872 2.65662
H: 1.20363 -6.77010 1.32652
H: 0.42807 -4.56730 0.57283
H: -3.89041 -5.50412 0.36214
H: -5.50040 -5.94329 -1.42976
H: -5.76528 -4.32706 -3.29181
H: -4.40434 -2.24303 -3.33287
H: -2.82434 -1.79143 -1.52880
H: -2.04929 0.67569 5.02611
H: -3.42605 1.34660 6.98372
H: -5.13096 -0.20669 7.88157
H: -5.47081 -2.41712 6.82405
H: -4.11169 -3.07476 4.88572
H: 0.90131 -1.74486 3.10608
H: 2.62485 -3.29857 3.76300
H: 2.03894 -5.35839 5.06545
H: -0.31125 -5.77417 5.71352
H: -2.06816 -4.18648 5.07171
S: 2.81625 1.87737 0.32984
C: 4.00878 1.85383 1.60825
C: 4.95595 2.89723 1.66093
C: 5.96287 2.97648 2.61447
C: 6.05681 1.98201 3.57973
C: 5.14680 0.93258 3.54741
C: 4.13164 0.81366 2.58867
S: 3.11781 -0.63824 2.64445
H: 4.85494 3.67931 0.91414
H: 6.65769 3.81047 2.60122
H: 6.82729 2.01114 4.34321
H: 5.21590 0.13918 4.28353
O: 6.09292 1.49610 -1.16773
C: 5.33776 0.39938 -1.39259
C: 5.00763 -0.48497 -0.37556
C: 4.08812 -1.46981 -0.64366
N: 3.55315 -1.69139 -1.85526
C: 3.96357 -0.88661 -2.81039
Br: 3.20338 -1.18504 -4.54787
C: 4.84409 0.16954 -2.67248
H: 5.96117 1.75461 -0.23684
H: 5.32582 -0.32696 0.64553
H: 3.71585 -2.05149 0.19008
H: 5.06310 0.83806 -3.49093
O: -3.65938 0.41755 -0.20336
H: -3.72483 0.12926 -1.13001
H: -3.38441 1.34759 -0.29498
O: 1.30921 -3.48339 -1.19793
H: 2.00517 -2.89922 -1.55444
H: 0.59295 -2.90601 -0.90095
N: -3.36975 2.98057 -3.10344
C: -2.67022 3.49425 -2.05856
N: -1.78081 4.51619 -2.36409
O: -2.83632 3.14441 -0.89459
H: -3.00376 3.16261 -4.02377
H: -3.68340 2.01555 -2.97577
H: -1.32388 4.44498 -3.26081
H: -1.12987 4.66323 -1.60625
I: 2.40537 2.74354 -5.68229
C: 0.60653 1.81126 -5.18479
C: 0.32349 1.54269 -3.85296
C: -0.88261 0.92868 -3.54117
C: -1.78646 0.55268 -4.52628
C: -1.46507 0.80801 -5.85421
C: -0.28079 1.44881 -6.19027
C: -3.12410 -0.09729 -4.15945
O: -3.65583 -0.82361 -5.01133
O: -3.57228 0.18723 -3.00753
H: 1.03176 1.78935 -3.07076
H: -1.11804 0.70353 -2.51206
H: -2.16316 0.48803 -6.61783
H: -0.04263 1.65396 -7.22599
C: 1.02750 1.94040 3.94974
N: 0.08671 3.05066 3.99123
C: 0.16022 3.87804 5.17389
C: -0.34715 5.27428 4.89029
C: -1.71658 5.16491 4.25693
N: -1.64500 4.34464 3.07319
C: -2.73037 4.46799 2.12747
C: -0.78118 3.26764 2.95348
O: -0.78738 2.56268 1.95348
H: 2.05953 2.29033 3.87895
H: 0.83286 1.30904 3.09713
H: 0.91262 1.33184 4.85215
H: 1.20294 3.90312 5.50004
H: -0.41634 3.42935 5.99905
H: 0.33105 5.77179 4.19305
H: -0.38711 5.86285 5.80909
H: -2.08860 6.15039 3.96174
H: -2.44007 4.76014 4.98484
H: -2.83258 5.51271 1.81731
H: -3.68430 4.14884 2.56766
H: -2.52938 3.86248 1.25011

Cartesian forces, eV/Å:
1.63 1.51 -2.19
-1.07 -0.54 1.74
0.24 0.22 0.02
-0.06 -0.15 0.03
0.13 0.12 0.03
-0.36 -1.33 -0.17
0.02 0.00 -0.03
-0.02 -0.03 0.02
0.00 0.02 0.00
0.02 -0.05 0.01
0.00 0.04 -0.02
0.01 -0.05 0.08
-0.07 0.06 -0.04
-0.07 -0.11 0.03
0.00 0.02 -0.03
0.00 0.00 0.00
0.02 0.01 0.07
-0.01 -0.01 -0.08
-0.06 -0.08 -0.12
-0.04 0.00 0.08
0.04 0.01 -0.04
-0.04 -0.01 0.05
0.04 0.02 -0.04
-0.04 0.00 0.02
0.00 0.02 -0.01
0.09 -0.07 0.04
-0.05 0.10 -0.06
0.05 -0.04 0.03
0.00 0.02 -0.01
-0.01 -0.06 0.01
-0.04 -0.01 0.02
-0.01 0.03 0.00
0.02 0.00 -0.01
0.00 0.00 0.00
0.00 0.01 0.00
-0.01 -0.02 0.01
-0.03 0.02 -0.02
-0.01 0.07 -0.07
-0.01 0.00 -0.02
0.00 -0.01 0.01
-0.01 0.00 -0.02
0.02 -0.02 0.04
0.00 -0.01 -0.01
-0.02 -0.01 0.01
0.00 0.00 0.00
-0.01 0.01 0.01
0.01 0.01 -0.01
-0.05 -0.04 0.07
0.00 -0.04 0.02
-0.01 0.00 0.00
0.00 0.00 0.00
0.01 0.02 -0.01
-0.14 0.17 0.10
0.01 -0.18 -0.09
0.01 0.08 -0.03
0.00 -0.01 0.02
-0.03 0.00 -0.02
0.06 -0.01 0.05
-0.13 -0.18 -0.05
0.03 0.27 0.01
0.01 -0.01 0.02
0.00 0.00 0.00
0.01 0.01 0.00
0.01 0.01 0.00
0.03 -0.04 0.06
0.01 0.04 0.03
-0.11 0.05 -0.03
-0.05 -0.08 0.09
0.08 0.04 0.00
0.00 0.04 -0.06
0.01 -0.04 0.04
-0.07 -0.07 0.02
0.01 0.05 -0.05
0.04 0.02 0.01
-0.03 -0.16 -0.12
0.00 0.01 0.01
0.13 -0.06 0.11
-0.03 0.11 -0.03
-0.06 -0.06 0.03
0.01 -0.09 -0.04
-0.03 0.01 0.03
0.04 0.05 0.01
-0.04 0.23 -0.01
0.08 0.00 0.14
0.05 -0.04 0.03
-0.08 -0.03 -0.12
0.01 -0.01 -0.01
0.01 -0.11 0.07
0.01 0.00 0.00
0.01 0.02 -0.01
0.07 0.08 -0.04
-0.13 -0.09 0.04
0.03 -0.04 -0.04
0.09 -0.10 0.05
-0.04 0.05 -0.01
-0.09 -0.06 0.01
0.05 0.02 0.00
0.00 -0.10 -0.04
0.04 0.07 0.02
0.02 -0.15 -0.14
0.00 0.02 0.00
-0.08 0.07 0.16
0.02 0.01 -0.02
0.00 0.00 0.00
-0.04 -0.06 0.01
-0.02 0.06 -0.01
-0.01 -0.03 0.03
0.03 0.03 0.00
-0.07 -0.01 0.00
0.05 0.01 0.00
-0.05 0.04 -0.03
0.22 0.00 0.00
-0.31 0.44 0.35
-0.02 0.03 -0.01
0.08 0.05 0.01
0.04 -0.01 -0.01
0.00 0.02 -0.02
0.01 0.01 0.00
0.00 0.00 0.01
-0.02 -0.01 0.01
0.01 0.00 -0.01
0.01 0.00 0.00
0.00 -0.01 0.01
0.01 -0.01 0.00
0.01 -0.03 0.00